{
  "formula": "C36H102N6O12",
  "method": "ωB97M-V/def2-TZVPD",
  "symbols": ["H", "H", "H", "N", "H", "N", "H", "C", "H", "H", "H", "H", "H", "H", "H", "H", "H", "H", "H", "H", "H", "H", "H", "H", "C", "H", "H", "H", "H", "C", "H", "H", "H", "H", "O", "H", "H", "C", "H", "H", "H", "H", "C", "H", "C", "C", "N", "N", "H", "O", "O", "C", "H", "H", "C", "H", "H", "H", "C", "O", "H", "H", "H", "C", "H", "H", "O", "H", "O", "H", "H", "H", "H", "H", "H", "H", "H", "H", "H", "H", "H", "H", "H", "H", "C", "H", "H", "H", "C", "C", "H", "N", "H", "H", "H", "C", "O", "H", "C", "O", "C", "H", "C", "O", "C", "C", "C", "C", "C", "H", "C", "H", "H", "H", "H", "H", "C", "C", "H", "H", "H", "H", "H", "O", "C", "C", "C", "C", "H", "C", "O", "C", "H", "H", "N", "H", "H", "H", "H", "H", "H", "H", "H", "C", "H", "H", "H", "H", "C", "C", "H", "C", "H", "H", "H", "O"],
  "coordinates": [[3.440247, 2.740408, 5.496752], [-1.856508, -2.683642, -7.102528], [4.523259, 2.284460, 9.118602], [-0.616877, -4.234827, 3.175999], [-4.255428, -0.663121, -3.495148], [-2.536542, -2.242906, -7.705349], [1.918342, 6.686044, -0.409547], [1.643272, 4.168910, 0.707610], [1.770116, -5.498984, 3.938740], [-1.676639, -5.592828, 1.277698], [3.522213, -2.836471, -1.005078], [-0.452248, -6.349552, 3.392616], [-0.091156, -3.571691, 2.624658], [-4.238079, -1.945437, -0.072936], [-0.126912, -1.139115, -3.642055], [4.610880, 5.250558, 1.421118], [1.099546, 3.421872, -5.941491], [-7.226123, -2.202138, -4.590912], [-0.145572, 0.951995, 0.261096], [-4.320284, 1.316152, -1.017122], [-1.350797, -0.655398, -8.333895], [1.439892, 4.953102, -5.641297], [1.652162, 3.289757, 1.351893], [3.917056, 0.289643, -2.823266], [4.461405, 1.166997, 1.502591], [-0.616152, 0.459298, -4.030144], [3.527895, -4.373813, -2.791276], [4.021221, 2.983631, 2.066329], [1.772419, -6.437802, 2.445963], [-2.077463, -0.281582, -6.198405], [0.525516, -1.586480, 4.440492], [-5.195314, -0.756016, -2.022454], [-4.307269, 1.207636, 1.294485], [2.610046, -2.463782, 6.608947], [-2.448660, 1.206192, 2.108907], [-1.853444, -1.113053, -0.492875], [-0.114746, -4.981661, 0.729419], [1.944225, 3.658732, -4.046434], [3.179301, 2.042902, -4.579425], [2.542260, 3.060352, 7.788352], [1.367074, 0.737554, 4.053560], [2.253182, -0.159879, -2.858029], [-2.223991, -0.803205, -7.698448], [5.840956, -0.178574, 2.540783], [-2.788601, -3.334525, -0.791198], [-6.447415, -0.591323, -3.820204], [2.371755, 1.048016, 8.282916], [4.003388, 4.486179, 1.162678], [-1.767826, -0.635029, -3.363620], [-5.054843, 1.107096, -2.876671], [4.303056, 2.162449, 2.475987], [-7.771260, -0.126512, -3.202593], [0.128010, -0.272617, -0.966406], [-3.403632, -0.359329, -9.411391], [-0.678324, 3.982479, 0.783138], [-3.001564, -0.215326, -5.624171], [-4.815513, -2.846663, -1.392217], [1.405696, 1.101169, 7.993081], [4.483340, 2.207296, 8.032069], [0.410270, 4.838779, 0.841728], [-4.424856, -0.341907, -7.964952], [-1.483528, 4.622429, 1.143992], [4.885407, 3.084595, 7.525333], [-4.004527, 1.522013, -2.039874], [2.635111, -2.869059, 4.827667], [2.679505, 0.169354, 7.891310], [2.650244, 1.906728, -2.527106], [1.788620, 3.681053, -0.256219], [0.093250, -3.139404, 5.678515], [-3.062323, 1.028935, -2.279112], [4.276015, 4.185330, 0.237875], [0.314600, 2.169494, 3.938041], [1.958988, -4.662710, -0.867796], [-4.127187, 2.709020, 3.486648], [-6.815777, -2.519349, -3.050367], [2.460554, 5.644907, 2.017034], [3.503441, -4.978773, 1.205119], [5.140690, 1.377344, 7.772903], [-0.956464, 3.769008, -0.248934], [0.721976, 3.934116, -2.211152], [5.161745, 1.411171, 0.703841], [-7.944339, -0.687555, -2.284238], [-2.233613, 0.535446, 1.456639], [-2.139446, -3.222003, 0.077162], [3.321215, -4.298788, 2.037290], [0.057133, -1.982915, 0.740035], [2.062630, 2.268022, 3.552840], [3.400593, 7.125796, 0.398421], [2.280527, -2.193148, 5.605815], [0.345493, -0.982856, 1.063794], [0.450816, -1.179802, 6.166574], [1.767143, 4.013480, -5.467776], [-3.372703, 1.007015, -8.321256], [-0.092696, -0.821814, 2.048761], [2.098426, -5.104436, -3.313118], [3.022289, 2.107189, 7.566676], [-1.254347, -1.142942, -5.350953], [2.746116, 4.277330, -3.643450], [-3.442673, -0.080108, -8.358489], [-2.359689, -2.396666, -1.705666], [1.885643, -3.785591, -1.510738], [2.788699, -1.280180, 5.295431], [2.870471, 6.289399, -0.057083], [1.908238, -4.345885, 2.292201], [-0.950402, -0.576873, -4.082321], [-4.228445, -2.956373, -0.480391], [2.317162, 2.186667, -3.928152], [1.438039, -5.505268, 2.900576], [4.790564, -0.119504, 2.255684], [-6.283233, -0.253207, -4.843347], [-0.335554, -0.089832, 0.003024], [-0.457284, -6.741072, 1.011640], [1.570768, 1.496786, -4.321925], [0.527861, 5.135212, -3.535106], [4.222086, -0.262819, 3.174604], [3.490670, 0.952291, 1.055752], [0.780169, -1.926698, 5.444228], [0.711796, 4.089167, -3.290016], [-0.726855, 3.101557, 1.423220], [3.416042, 5.913286, -0.922526], [-3.216633, 2.321105, 0.592044], [-1.691306, 0.737492, -6.176477], [-4.848581, 3.543845, 2.052349], [-1.715035, -0.276150, -0.043389], [-3.955474, 3.087205, 2.478882], [2.959974, 0.489483, -2.341432], [-3.512624, 1.906498, 1.555679], [-0.597982, -5.720771, 1.368417], [-2.647436, -4.332358, -1.206539], [-5.166700, -0.306506, -3.015033], [1.543274, 2.091763, 5.632935], [2.468117, -4.155945, -2.923537], [-3.919084, 2.605272, -2.125563], [3.561612, -3.268420, 1.775272], [-6.510559, -2.054624, -3.893556], [-8.630994, -0.331495, -3.840501], [0.821046, -3.553202, -1.537682], [-0.306275, -4.008305, 4.109985], [-4.713695, -3.512214, 0.321908], [3.002089, 0.213327, -1.287835], [-3.447411, -2.384802, -7.292696], [2.187536, -3.401527, -3.658550], [1.432303, -0.899966, 1.072999], [2.735894, 5.211700, 1.055459], [-2.791599, -2.662447, -2.520785], [3.303986, 0.983715, 5.655384], [4.616751, -1.054746, 1.723510], [-0.144979, 3.511423, -3.636769], [2.899619, 1.936685, 5.996611], [-0.079288, -5.536592, 2.769644], [0.376690, -3.477071, 6.531295], [1.311671, 1.816129, 4.200884], [-7.796481, 0.902691, -2.844504], [-3.156872, 3.824582, 2.560273], [3.971372, -4.530398, 2.880948], [2.583463, -2.658356, -1.097838]],
  "forces_ev_per_angstrom": [[0.5030, 0.0073, -0.0502], [0.0038, -0.3578, 0.0969], [-0.0598, 0.3186, -0.0818], [-0.2625, -0.1648, 0.3000], [-0.0908, -0.3964, -0.3905], [0.5419, 0.4658, -0.2788], [-0.1347, -0.1438, 0.1363], [0.2229, 0.5211, 0.5346], [-0.2109, -0.1817, 0.3507], [0.0118, 0.3541, 0.4695], [0.0060, -0.2501, -0.0725], [-0.1148, 0.1132, 0.2824], [-0.1136, 0.3313, -0.3749], [0.3514, 0.2467, 0.0157], [-0.0277, -0.3048, -0.1607], [0.9927, -0.3944, 0.0972], [-0.0886, -0.3149, 0.1580], [-0.0802, -0.7861, -0.0546], [-0.1462, 0.1829, -0.1346], [0.4690, -0.1918, 0.2504], [0.2078, 0.2374, 0.4595], [0.1501, 0.1658, 0.4525], [0.2313, 0.1021, 0.7927], [0.2988, -0.0600, 0.1513], [-1.1734, -1.1338, 0.9021], [-0.0446, 0.3464, -0.8157], [0.2156, 0.6580, -0.2671], [0.1049, 0.8955, -0.4199], [0.7185, -0.0841, -0.3418], [0.7003, -0.3752, 0.2035], [0.0579, -0.0994, 0.0152], [-0.2632, -0.2140, 0.2126], [-0.5786, 0.0654, 0.3789], [-0.1864, -0.1388, -0.0663], [0.4934, 0.1126, 0.9015], [-0.4725, -0.1334, -0.3671], [0.0367, -0.1644, -0.3142], [-0.7335, 0.6136, -0.2942], [0.4055, -0.1477, 0.1313], [-0.1531, -0.0343, 0.1689], [-0.0594, -0.1759, -0.1019], [-0.4035, 0.0926, 0.1279], [-2.0998, -0.0684, 1.7462], [0.1223, 0.2393, 0.1217], [-0.8588, -0.5054, 1.2825], [0.4651, -1.0352, 1.2482], [-0.9135, -0.1858, 0.1131], [-0.3358, 0.9612, 0.6294], [-0.3869, -0.1408, -0.1398], [-0.2435, -0.0621, -0.6955], [0.5086, -0.7378, 0.7079], [0.3661, 0.6736, 0.7013], [0.0017, -0.0496, -0.2115], [-0.2645, 0.0019, -0.0446], [-1.9556, 1.1138, -0.1335], [-0.7809, -0.1029, -0.6788], [-0.1582, -0.6559, -0.0102], [-0.4929, -0.1616, 0.2191], [-0.2759, 0.3948, -0.5806], [1.0709, -0.3811, 0.0189], [0.1934, -0.3093, 0.2682], [-0.3777, -0.1477, 0.0195], [0.3778, 0.1544, 0.3789], [-0.6948, 0.0465, 0.3056], [-0.1998, -0.6174, 0.3187], [0.2953, -0.3360, 0.0571], [-0.5308, -1.1188, -1.0127], [0.0379, 0.4906, -0.7546], [-0.5942, -0.2221, 0.2347], [0.1438, -0.0173, 0.0878], [0.1545, -0.0050, -0.2632], [0.0563, -0.0063, 0.2045], [0.3326, 0.0600, 0.4420], [-0.2879, 0.0192, -0.0368], [-0.1201, 0.3460, 0.2693], [0.1547, 0.0432, -0.0318], [0.4793, -0.0058, -0.0635], [-0.3134, -0.3141, -0.2670], [0.1974, -0.5522, -0.2207], [0.3606, 0.1856, 0.0428], [0.2864, 0.0275, 0.0607], [0.1073, -0.3135, 0.0632], [0.2501, -0.4970, -0.1965], [-0.1455, -0.2655, 0.2439], [-0.9871, 0.1376, -0.2165], [0.3815, -0.4472, 0.3126], [0.1288, 0.2176, 0.2123], [0.2619, 0.1474, -0.3089], [-0.0032, 1.2229, -1.3323], [-0.9264, -0.1244, -0.8594], [-0.0507, 0.2655, -0.0685], [0.6893, -0.5365, -0.3645], [0.1866, 0.0569, 0.1222], [0.1093, 0.1658, 0.0534], [-0.4299, -0.1091, 0.1209], [1.1203, -0.2645, -1.4643], [0.2801, 0.9068, -0.7309], [0.4687, -0.2558, -0.1879], [1.0731, 0.0258, -0.3129], [1.0778, 0.6856, -1.6374], [0.4186, -1.1458, -2.0806], [0.2398, 0.3542, 0.4404], [-0.5347, 0.1143, 0.9576], [1.1880, 0.7130, -0.4329], [0.1451, -0.4082, 0.3617], [-0.1119, 0.3405, 0.9398], [0.9414, 0.3896, 1.0189], [-0.3086, -0.8791, -0.0738], [0.9544, -0.6719, 0.0984], [-0.1719, 0.2757, 0.0526], [1.7675, 0.5427, 0.9302], [0.5484, -0.0130, -0.2945], [-0.5370, 0.0291, 0.2933], [-0.1082, 0.0575, 0.2940], [-0.2272, 0.5876, 0.0043], [-0.2875, 0.2427, -0.5567], [0.9248, -0.5200, 0.7655], [-0.7637, -0.4700, 0.3194], [0.7509, -0.2244, 0.0104], [0.0752, -0.1066, 0.0863], [0.1444, 0.3225, -0.2411], [0.4146, 0.1542, -0.1672], [-0.0114, 0.0784, 0.2125], [-0.4332, 0.0086, 0.0361], [0.4225, -1.3175, -0.5836], [0.1101, 0.9977, -0.7898], [-0.4485, 1.3389, 0.0174], [0.0943, -0.7744, -0.6590], [-0.1921, -0.2583, 0.2280], [-0.5270, 1.6751, 0.1380], [-0.5602, -0.4020, -1.3597], [-1.1649, -0.7564, 0.8945], [0.1366, -0.0406, -0.1809], [-0.1725, -0.0639, -0.2832], [0.2601, -0.2905, -1.4155], [0.1515, 0.1168, -0.2177], [0.0428, 0.3072, -0.1796], [-0.2440, -0.1481, 0.3583], [-0.1079, -0.5507, -0.4193], [-0.1019, 0.3886, -0.0572], [-0.1209, -0.0678, 0.1465], [0.6050, 0.1569, 0.0915], [-0.0699, 0.0503, -0.0117], [-1.0133, -1.2850, -1.9343], [0.1490, 0.5506, -0.5011], [0.0982, -0.3124, 0.0646], [-0.1280, 0.1768, -0.6297], [-0.2159, -0.0161, -0.2048], [0.0011, 1.0501, 0.9600], [-0.5530, 1.1205, 0.4550], [-0.0431, -0.0502, 0.0939], [0.2072, -0.0006, 1.4725], [0.0960, 0.2537, -0.5050], [-0.0211, 0.0009, -0.1670], [-0.2900, -0.4004, 0.3324], [-0.0553, 1.1589, 1.0877]],
  "de_lowest_kj_mol": 231.1,
  "gap_ev": 9.27
}